Record 1
Molecular formula: C13H11ClO
Method: DFT, wB97M-V/def2-TZVPD

Geometry as XYZ:
```
26
Properties=species:S:1:pos:R:3:forces:R:3:nbo_charge:R:1
Cl -0.639 -0.540 -2.215 -0.01 -0.25 -0.87 -0.01
O -0.841 -2.859 -0.075 0.56 -6.69 -1.52 -0.23
C 1.372 -0.332 -0.366 -3.16 -0.56 3.84 -0.08
C 3.553 0.096 -1.123 1.80 -0.03 -0.64 -0.20
C -1.184 0.528 0.311 1.14 -4.09 -0.16 -0.17
C -0.870 -1.715 0.148 -0.33 5.98 2.61 0.26
C -3.198 -0.835 0.575 -2.17 1.14 0.36 -0.23
C -3.547 0.667 0.418 2.67 -0.41 1.20 -0.41
C 4.033 0.271 0.179 -0.94 -0.02 0.47 -0.21
C -1.858 -0.871 0.716 1.30 1.63 -1.22 -0.09
C 2.240 -0.238 -1.381 -0.31 0.80 -1.72 -0.21
C 3.076 0.169 1.259 0.37 -0.91 -0.17 -0.20
C -2.295 1.243 -0.323 -0.86 -2.32 0.69 -0.43
C 1.711 -0.184 1.026 3.49 0.52 -1.54 -0.21
C -0.134 -0.539 -0.526 -0.06 2.41 -0.07 0.00
H -3.965 -1.608 0.593 0.55 0.06 -0.07 0.22
H -4.333 1.008 -0.153 -2.44 -0.07 -0.89 0.22
H -3.572 1.131 1.432 -0.26 -0.08 -0.63 0.20
H -2.328 2.248 -0.300 0.47 3.73 0.79 0.21
H 1.766 -0.257 -2.390 1.06 -0.22 0.73 0.24
H 1.081 -0.399 1.878 -0.36 0.14 -0.32 0.24
H -0.645 1.107 1.024 0.54 0.06 0.83 0.22
H 3.492 0.205 2.295 -0.63 0.17 -0.91 0.22
H 5.124 0.463 0.370 -1.42 -0.14 -0.14 0.23
H -2.260 1.076 -1.356 -0.67 -0.92 -1.65 0.22
H 4.220 0.164 -2.015 -0.35 0.06 1.02 0.22
```
Positions in Å, forces in eV/Å.

## Properties
**Multiplicity**: 3
**LUMO level (spin up / spin down)**: 0.754 / -3.031 eV
**HOMO level (spin up / spin down)**: -6.18 / -9.13 eV
**Frontier orbital gap (spin up / spin down)**: 0.2547 / 0.2240 hartree
**<S²>**: 2.0354

***

Record 2
Molecular formula: C2H9NOSi
Method: DFT, wB97M-V/def2-TZVPD

Geometry as XYZ:
```
14
Properties=species:S:1:pos:R:3:forces:R:3:nbo_charge:R:1
Si 1.436 1.246 0.111 -0.45 0.83 -0.90 1.41
O 1.531 2.002 -1.431 0.18 -1.32 1.53 -1.05
N -0.202 -1.024 -0.387 -0.86 -0.03 0.16 -0.62
C -1.469 -1.728 -0.083 0.25 -0.52 -0.13 -0.42
C -0.165 0.258 0.331 0.30 -0.36 0.17 -0.69
H -2.244 -1.007 0.192 0.06 -0.16 -0.18 0.19
H -0.983 0.884 -0.059 0.24 -0.07 0.03 0.22
H 2.661 0.496 0.405 0.08 -0.28 -0.22 -0.21
H 1.375 2.361 1.089 -0.05 -0.02 0.05 -0.23
H -1.801 -2.331 -0.939 -0.01 0.31 0.06 0.20
H -1.353 -2.446 0.748 -0.08 0.35 -0.01 0.17
H 1.083 2.832 -1.314 -0.24 0.70 -0.33 0.48
H 0.528 -1.647 -0.074 0.36 0.27 -0.03 0.35
H -0.397 0.105 1.409 0.23 0.30 -0.20 0.19
```
Positions in Å, forces in eV/Å.

## Properties
**Energy relative to the best compared isomer or geometry (same formula, charge and spin)**: 41.8 kcal per mole
**SMILES**: CNC[SiH2]O
**LUMO level**: 0.880 eV
**HOMO level**: -9.02 eV
**Frontier orbital gap**: 0.3638 hartree

***

Record 3
Molecular formula: C4H5OP
Method: DFT, wB97M-V/def2-TZVPD

Geometry as XYZ:
```
11
Properties=species:S:1:pos:R:3:forces:R:3:nbo_charge:R:1
P -0.762 0.011 -1.239 0.26 1.53 -0.19 1.09
O 0.202 0.050 -2.599 -0.82 -0.24 -0.55 -0.96
C -0.031 0.819 1.125 -1.89 1.76 -0.42 -0.23
C -0.008 -0.623 1.095 0.85 -0.40 -1.06 -0.22
C -0.119 -1.189 -0.140 0.75 -1.01 1.10 -0.58
C -0.288 1.419 -0.102 0.31 -1.39 0.30 -0.52
H 0.262 -1.090 2.022 -0.13 -0.71 0.16 0.21
H -0.350 -0.094 -3.407 0.65 0.24 1.09 0.50
H -0.406 2.467 -0.432 -0.02 -0.72 0.75 0.24
H -0.128 1.259 2.162 0.56 0.07 -1.49 0.22
H 0.098 -2.248 -0.390 -0.52 0.86 0.31 0.24
```
Positions in Å, forces in eV/Å.

## Properties
**Energy relative to the best compared isomer or geometry (same formula, charge and spin)**: 0.0 kcal per mole
**SMILES**: OP1=CC=CC=1
**LUMO level**: 0.004 eV
**HOMO level**: -8.64 eV
**Frontier orbital gap**: 0.3177 hartree

***

Record 4
Molecular formula: H10O5
Method: DFT, wB97M-V/def2-TZVPD

Geometry as XYZ:
```
15
Properties=species:S:1:pos:R:3:forces:R:3:nbo_charge:R:1
O -0.127 0.376 -0.605 4.92 1.77 0.98 -0.93
O -4.167 -1.110 1.535 -0.33 1.83 -1.69 -0.93
O -0.151 -3.272 1.351 1.32 4.63 0.28 -0.94
O 2.504 1.349 -0.137 -2.12 -1.17 -0.44 -0.93
O 2.081 3.046 -1.851 -0.48 1.41 -0.07 -0.92
H 0.420 -2.899 0.642 -0.76 -1.03 0.79 0.47
H 1.532 1.384 -0.451 2.31 0.44 0.92 0.49
H -0.366 -4.135 1.215 -0.57 -3.66 -1.05 0.47
H -4.079 -1.979 1.847 0.23 -1.87 0.67 0.47
H -0.935 0.074 -0.795 -4.86 -1.85 -1.09 0.47
H 2.695 0.417 -0.304 0.38 0.05 0.32 0.44
H 2.268 2.342 -2.455 0.15 -0.60 -0.47 0.46
H 1.144 3.240 -1.946 0.00 0.05 -0.18 0.46
H -4.290 -1.192 0.565 0.09 0.05 1.01 0.46
H 0.490 -0.360 -0.661 -0.29 -0.05 0.04 0.47
```
Positions in Å, forces in eV/Å.

## Properties
**Energy relative to the best compared isomer or geometry (same formula, charge and spin)**: 54.9 kcal per mole
**SMILES**: O.O.O.O.O
**LUMO level**: -0.038 eV
**HOMO level**: -10.19 eV
**Frontier orbital gap**: 0.3731 hartree

***

Number 1: DFT total energy -28222.7294 eV. Number 2: DFT total energy -13635.4085 eV. Number 3: DFT total energy -15564.0155 eV. Number 4: DFT total energy -10398.4699 eV.